Version 1
Here is 2 unconnected molecules or ions with the total composition C6H7N2O2 from OMol25. Energies are from wB97M-V/def2-TZVPD.

```
17
Properties=species:S:1:pos:R:3:nbo_charge:R:1
C 1.150 1.509 1.082 -0.099
C -0.100 1.660 0.597 -0.238
C 1.694 0.277 1.319 -0.220
C -0.950 0.570 0.460 0.072
C 0.870 -0.818 1.146 0.091
C -1.244 -1.092 -1.885 0.385
N -0.431 -0.672 0.726 -0.453
N -0.050 -0.987 -2.374 0.162
O 0.799 -0.147 -2.405 -0.158
O -1.778 -1.886 -1.125 -0.560
H 1.763 2.484 1.141 0.272
H -0.702 2.644 0.273 0.282
H 2.589 -0.078 1.613 0.257
H -2.063 0.639 0.165 0.275
H 1.207 -1.889 1.341 0.258
H -1.836 -0.671 -2.679 0.195
H -0.918 -1.544 0.604 0.479
```

Properties
HOMO (alpha / beta), eV: -13.88 / -13.88
Charge: +1

***

Version 2
Here is 2 unconnected molecules or ions with the total composition C6H7N2O2 from OMol25. Energies are from wB97M-V/def2-TZVPD.

```
17
Properties=species:S:1:pos:R:3:nbo_charge:R:1
C -0.811 -0.145 -3.303 -0.088
C -0.490 0.296 -2.212 -0.058
C -1.433 -0.807 0.344 0.119
C -0.233 0.621 -0.976 -0.194
C 0.238 1.764 -0.338 0.560
C 1.630 0.262 1.083 0.552
N 0.852 1.306 1.030 -0.580
N -1.222 -1.987 0.655 -0.668
O 0.326 2.956 -0.508 -0.492
O 2.240 -0.250 2.082 -0.592
H -1.223 -0.327 -4.249 0.249
H -2.312 -0.754 -0.293 0.170
H 1.910 -0.149 0.174 0.216
H 0.773 2.079 1.723 0.448
H -1.933 -2.763 0.530 0.420
H -0.424 -2.258 1.244 0.403
H 2.112 0.157 3.014 0.534
```

Properties
HOMO (alpha / beta), eV: -11.70 / -11.64
Charge: +1

***

Winner for stability: version 1

***

Version 1
Here is 2 unconnected molecules or ions with the total composition C8H11NO from OMol25. Energies are from wB97M-V/def2-TZVPD.

```
21
Properties=species:S:1:pos:R:3:nbo_charge:R:1
C 1.911 -1.139 0.839 -0.206
C 1.633 0.153 1.377 -0.212
C 1.842 1.301 0.621 -0.222
C 2.462 1.232 -0.516 -0.209
C 2.450 -0.091 -1.184 -0.179
C 2.273 -1.357 -0.489 -0.247
H 1.784 -2.082 1.555 0.209
H 1.535 0.248 2.499 0.215
H 2.004 2.240 1.119 0.203
H 2.813 2.136 -0.954 0.212
H 2.800 -0.065 -2.293 0.204
H 2.711 -2.301 -0.896 0.232
C -3.523 1.204 0.041 -0.704
C -2.669 -0.047 -0.275 0.655
N -3.136 -1.179 0.353 -0.833
O -1.505 -0.045 -0.750 -0.583
H -2.999 2.148 0.500 0.243
H -4.144 0.801 0.738 0.212
H -3.905 1.467 -0.910 0.234
H -2.697 -1.962 -0.469 0.387
H -4.194 -1.561 0.153 0.388
```

Properties
HOMO, eV: -8.46
Charge: 0

***

Version 2
Here is a single C8H11NO molecule from OMol25. Energies are from wB97M-V/def2-TZVPD.

```
21
Properties=species:S:1:pos:R:3:nbo_charge:R:1
C -0.294 -2.385 1.287 -0.645
C -0.128 -1.002 0.723 -0.130
C 1.090 -0.398 0.919 -0.266
C 1.649 0.989 0.862 -0.213
C 0.939 2.126 0.650 -0.233
C -0.426 2.135 0.148 -0.263
C -0.983 1.187 -0.634 -0.028
N -0.268 0.459 -1.563 -0.620
C -0.818 -0.548 -2.303 0.536
O -1.916 -1.008 -2.273 -0.580
H 0.650 -2.849 1.814 0.215
H -0.658 -2.963 0.470 0.220
H -1.068 -2.426 2.088 0.225
H -0.929 -0.393 0.363 0.202
H 1.889 -1.199 1.129 0.195
H 2.695 0.997 1.075 0.213
H 1.453 3.123 0.653 0.214
H -1.186 2.767 0.615 0.217
H -2.020 1.242 -0.844 0.223
H 0.606 0.810 -1.952 0.416
H -0.275 -0.663 -3.227 0.102
```

Properties
HOMO, eV: -8.40
Charge: 0

***

Winner for stability: version 2

***

Version 1
Here is 2 unconnected molecules or ions with the total composition C8H11NO from OMol25. Energies are from wB97M-V/def2-TZVPD.

```
21
Properties=species:S:1:pos:R:3:nbo_charge:R:1
C -3.181 0.670 -0.589 -0.224
C -2.172 1.367 0.132 -0.191
C -1.245 0.727 0.968 -0.222
C -1.129 -0.622 0.910 -0.239
C -2.045 -1.290 0.082 -0.209
C -3.046 -0.643 -0.687 -0.224
H -4.029 1.033 -1.054 0.219
H -2.150 2.376 0.270 0.207
H -0.450 1.056 1.567 0.230
H -0.441 -1.201 1.529 0.232
H -1.557 -2.348 -0.183 0.204
H -3.543 -1.389 -1.440 0.223
C 4.158 0.337 -0.532 -0.705
C 2.730 0.034 -0.041 0.675
N 1.729 -0.019 -0.962 -0.851
O 2.453 -0.361 1.088 -0.622
H 4.307 1.269 -0.039 0.242
H 4.291 0.319 -1.555 0.217
H 4.796 -0.466 -0.058 0.242
H 0.756 -0.636 -0.568 0.409
H 1.878 -0.474 -1.897 0.388
```

Properties
HOMO, eV: -9.13
Charge: 0

***

Version 2
Here is 2 unconnected molecules or ions with the total composition C8H11NO from OMol25. Energies are from wB97M-V/def2-TZVPD.

```
21
Properties=species:S:1:pos:R:3:nbo_charge:R:1
C 1.292 0.471 -0.980 -0.199
C 1.019 0.235 1.454 -0.188
C 0.208 -0.308 -1.204 -0.236
C -0.010 -0.622 1.203 -0.210
C -2.022 0.763 0.051 0.734
C 1.733 0.965 0.417 -0.485
C -0.612 -0.852 -0.126 -0.109
C -1.281 -2.180 -0.346 -0.617
N -1.545 1.749 -0.703 -0.874
O -2.964 0.660 0.792 -0.591
H 1.738 0.660 -1.986 0.218
H 1.335 0.349 2.510 0.211
H 0.077 -0.645 -2.173 0.206
H -0.603 -0.968 1.976 0.208
H 2.817 0.910 0.605 0.232
H 1.511 2.118 0.499 0.214
H -1.877 -2.485 0.413 0.221
H -0.559 -2.927 -0.471 0.209
H -1.749 -1.952 -1.321 0.213
H -0.670 1.584 -1.263 0.436
H -1.854 2.755 -0.493 0.405
```

Properties
HOMO (alpha / beta), eV: -7.45 / -7.45
Charge: 0

***

Winner for stability: version 1

***

Version 1
Here is 2 unconnected molecules or ions with the total composition C5H12S from OMol25. Energies are from wB97M-V/def2-TZVPD.

```
18
Properties=species:S:1:pos:R:3:nbo_charge:R:1
C 0.917 -2.060 -2.272 -0.420
C 1.324 -1.280 -1.193 -0.175
C 1.597 -1.742 0.258 -0.661
H 0.449 -1.713 -3.195 0.202
H 0.810 -3.240 -2.274 0.193
H 1.290 -0.190 -1.267 0.195
H 1.563 -2.841 0.383 0.216
H 2.560 -1.642 0.705 0.224
H 0.897 -1.123 0.832 0.225
C -1.215 1.479 -0.490 -0.770
S -0.214 2.351 0.783 0.178
C -1.155 2.074 2.307 -0.765
H -2.254 1.457 -0.072 0.223
H -0.808 0.488 -0.786 0.221
H -1.443 1.914 -1.563 0.235
H -2.170 1.582 2.058 0.225
H -0.610 1.441 3.018 0.226
H -1.540 3.047 2.769 0.229
```

Properties
HOMO, eV: -8.65
Charge: 0

***

Version 2
Here is 2 unconnected molecules or ions with the total composition C5H12S from OMol25. Energies are from wB97M-V/def2-TZVPD.

```
18
Properties=species:S:1:pos:R:3:nbo_charge:R:1
C 2.108 0.512 0.996 -0.881
C 1.499 -0.581 -1.426 -0.874
C -1.444 -1.557 0.018 -0.643
C -1.094 2.257 -0.092 -0.564
C -0.385 -0.833 0.828 -0.557
S 0.825 0.224 -0.110 0.972
H 1.789 1.268 1.630 0.188
H 3.082 0.586 0.337 0.230
H 0.694 -1.190 -2.008 0.214
H 1.994 0.063 -2.231 0.235
H -1.191 -2.498 -0.556 0.231
H -2.201 -1.982 0.635 0.230
H -1.825 -0.777 -0.621 0.216
H -0.177 2.639 -0.492 0.189
H -1.906 2.070 -0.868 0.170
H -1.273 1.704 0.787 0.163
H 0.235 -1.635 1.494 0.244
H -0.731 -0.269 1.680 0.239
```

Properties
HOMO (alpha / beta), eV: -7.33 / -7.19
Charge: 0

***

Winner for stability: version 1